The following is a DFT calculation (ωB97M-V/def2-TZVPD) of a 6-piece molecular cluster, C40H44N4O10P overall.

Each line ends with the Löwdin charge.
Atoms and positions in Å:
C: 0.91 -2.62 6.25  -0.13
C: 1.84 -3.94 5.87  -0.25
C: 3.37 -3.42 5.54  -0.18
C: 3.42 -2.74 4.01  -0.16
N: 3.81 -1.29 4.02  0.07
C: 3.21 -0.28 3.25  -0.14
N: 3.76 1.11 3.47  0.07
C: 3.25 2.12 2.46  -0.32
C: 4.28 3.37 2.16  -0.19
C: 3.98 4.55 3.30  -0.13
C: 2.72 1.40 1.05  -0.10
C: 1.46 0.42 1.56  -0.42
P: 0.42 -0.23 0.05  0.78
N: 0.17 0.99 -1.02  -0.33
N: 2.10 -0.70 2.33  0.02
H: 0.82 -2.57 7.42  0.09
H: -0.16 -2.85 5.80  0.09
H: 1.40 -1.64 5.80  0.06
H: 1.39 -4.42 4.90  0.11
H: 1.85 -4.76 6.72  0.13
H: 4.04 -4.41 5.48  0.12
H: 3.85 -2.74 6.36  0.12
H: 4.23 -3.33 3.41  0.14
H: 2.38 -3.00 3.55  0.12
H: 4.61 -1.02 4.66  0.19
H: 3.66 1.44 4.46  0.16
H: 2.27 2.61 2.93  0.15
H: 4.07 3.79 1.06  0.13
H: 5.40 3.02 2.26  0.12
H: 4.08 4.03 4.36  0.08
H: 4.68 5.48 3.18  0.09
H: 2.83 4.83 3.18  0.08
H: 2.37 2.21 0.28  0.13
H: 3.57 0.72 0.58  0.13
H: 0.78 1.08 2.24  0.14
H: -0.87 -0.71 0.52  0.00
H: 1.08 -1.37 -0.60  0.03
H: 0.59 0.61 -1.92  0.00
H: 1.35 -1.15 2.93  0.14
C: 7.71 -1.96 -0.71  0.03
C: 8.22 -0.97 0.03  0.03
C: 7.39 -0.24 1.01  -0.38
O: 7.86 0.67 1.68  0.10
C: 5.99 -0.67 1.16  0.00
C: 5.48 -1.66 0.43  0.02
C: 6.31 -2.38 -0.56  -0.38
O: 5.84 -3.30 -1.23  0.12
H: 8.30 -2.50 -1.44  0.13
H: 9.25 -0.65 -0.07  0.13
H: 5.39 -0.13 1.89  0.08
H: 4.45 -1.98 0.52  0.11
C: -2.36 1.85 -2.80  0.02
C: -2.89 3.01 -3.18  0.03
C: -4.03 3.07 -4.12  -0.38
O: -4.52 4.13 -4.46  0.09
C: -4.56 1.78 -4.62  0.03
C: -4.02 0.62 -4.24  0.03
C: -2.89 0.56 -3.30  -0.36
O: -2.40 -0.51 -2.96  0.07
H: -1.53 1.79 -2.11  0.06
H: -2.52 3.96 -2.81  0.12
H: -5.39 1.84 -5.31  0.13
H: -4.40 -0.33 -4.61  0.13
C: -1.78 -5.56 0.00  0.02
C: -1.01 -5.17 -1.02  0.02
C: -1.25 -3.89 -1.72  -0.39
O: -0.55 -3.53 -2.65  0.10
C: -2.37 -3.05 -1.24  0.02
C: -3.14 -3.44 -0.22  0.03
C: -2.90 -4.72 0.48  -0.39
O: -3.61 -5.08 1.41  0.09
H: -1.62 -6.49 0.52  0.12
H: -0.19 -5.77 -1.39  0.12
H: -2.53 -2.12 -1.76  0.08
H: -3.97 -2.84 0.14  0.08
C: -1.60 4.37 -9.02  0.02
C: -1.18 5.64 -8.88  0.02
C: -1.94 6.60 -8.06  -0.38
O: -1.56 7.76 -7.93  0.10
C: -3.17 6.12 -7.40  0.03
C: -3.59 4.86 -7.55  0.01
C: -2.83 3.89 -8.37  -0.38
O: -3.21 2.74 -8.49  0.09
H: -1.06 3.65 -9.62  0.12
H: -0.28 6.00 -9.36  0.12
H: -3.71 6.85 -6.81  0.13
H: -4.49 4.50 -7.07  0.11
C: -7.55 -0.69 0.65  0.03
C: -8.48 -0.56 1.61  0.03
C: -8.17 -0.86 3.02  -0.38
O: -9.02 -0.74 3.90  0.11
C: -6.79 -1.30 3.34  0.03
C: -5.87 -1.42 2.38  0.02
C: -6.18 -1.13 0.97  -0.37
O: -5.33 -1.24 0.10  0.07
H: -7.76 -0.48 -0.39  0.12
H: -9.49 -0.24 1.39  0.13
H: -6.58 -1.51 4.38  0.12
H: -4.86 -1.75 2.60  0.12

Results
E_HOMO in eV: -11.2
Orbital gap in eV: 7.20
Total charge: +1

=====

The following is a DFT calculation (ωB97M-V/def2-TZVPD) of C21H21N4O3ReS as an isolated structure.

Each line ends with the Löwdin charge.
Atoms and positions in Å:
Re: 0.37 -0.10 0.03  1.52
O: 0.33 1.74 0.88  -0.24
C: 1.37 2.37 1.35  -0.31
C: 1.13 3.58 2.06  0.00
C: 2.17 4.31 2.56  -0.05
C: 3.51 3.91 2.40  -0.07
C: 3.77 2.75 1.73  -0.04
C: 2.72 1.95 1.20  -0.13
C: 3.13 0.75 0.56  -0.04
N: 2.37 -0.18 0.03  -0.15
C: 3.03 -1.38 -0.52  -0.15
C: 2.03 -2.05 -1.45  -0.17
N: 0.75 -2.03 -0.74  -0.11
C: 0.24 -3.14 -0.34  -0.04
C: -0.72 -3.23 0.73  -0.15
C: -1.47 -4.41 0.90  -0.02
C: -2.28 -4.57 1.99  -0.06
C: -2.33 -3.56 2.96  -0.04
C: -1.58 -2.41 2.83  0.00
C: -0.78 -2.23 1.71  -0.37
O: -0.07 -1.09 1.62  -0.30
H: 0.11 3.88 2.18  0.12
H: 1.95 5.23 3.10  0.12
H: 4.31 4.50 2.81  0.11
H: 4.79 2.41 1.60  0.12
H: 4.20 0.59 0.50  0.14
H: 3.28 -2.05 0.31  0.13
H: 3.94 -1.12 -1.05  0.13
H: 2.34 -3.07 -1.71  0.13
H: 1.95 -1.47 -2.37  0.10
H: 0.63 -4.07 -0.75  0.15
H: -1.39 -5.19 0.15  0.12
H: -2.87 -5.47 2.11  0.11
H: -2.96 -3.69 3.83  0.12
H: -1.61 -1.63 3.58  0.13
S: -2.27 0.09 0.36  0.77
C: -2.84 0.89 -1.02  -0.76
N: -2.37 2.15 -1.25  0.09
C: -2.76 2.92 -2.28  -0.03
C: -3.70 2.43 -3.14  -0.02
C: -4.16 1.13 -2.88  -0.08
N: -3.75 0.38 -1.88  0.10
H: -1.66 2.47 -0.60  0.14
H: -2.30 3.90 -2.36  0.14
H: -4.06 3.01 -3.97  0.12
H: -4.89 0.68 -3.54  0.12
C: -0.33 -0.01 -2.90  -0.14
O: -0.06 0.60 -1.65  -0.46
H: -1.29 -0.53 -2.86  0.08
H: 0.44 -0.72 -3.20  0.06
H: -0.38 0.78 -3.65  0.09

Results
E_HOMO (spin up / spin down) in eV: -10.2 / -10.4
Orbital gap (spin up / spin down) in eV: 6.83 / 6.70
Energy above the lowest of the compared OMol25 structures with the same formula, charge and spin in kJ/mol: 64.7
Total charge: +1
2S+1: 2

=====

The following is a DFT calculation (ωB97M-V/def2-TZVPD) of C14H24Fe2O12 as an isolated structure.

Each line ends with the Löwdin charge.
Atoms and positions in Å:
Fe: -2.36 -1.22 2.32  1.00
Fe: -0.46 1.22 3.38  0.99
C: -1.78 0.95 1.06  -0.69
O: -2.87 0.26 0.94  -0.10
O: -1.63 2.05 1.73  -0.09
O: -0.85 0.15 1.59  -0.26
C: -0.93 -1.01 4.47  -0.74
O: 0.18 -0.38 4.70  -0.10
O: -0.99 -2.06 3.71  -0.10
O: -1.85 -0.16 4.09  -0.20
O: -2.28 -3.04 1.14  0.05
C: -2.00 -3.82 0.26  -0.49
O: -1.43 -3.52 -0.89  0.04
C: -1.00 -2.20 -1.19  -0.18
C: 0.39 -2.30 -1.78  -0.06
C: -2.33 -5.29 0.38  0.05
H: -0.97 -1.47 -0.37  0.10
H: -1.67 -1.80 -1.95  0.13
H: 0.41 -2.91 -2.69  0.08
H: 1.11 -2.80 -1.13  0.08
H: 0.84 -1.37 -2.11  0.05
H: -3.24 -5.35 0.97  0.09
H: -1.53 -5.83 0.87  0.10
H: -2.55 -5.63 -0.63  0.09
O: 1.29 2.26 3.07  0.04
C: 2.38 2.30 2.52  -0.48
O: 2.99 1.29 1.94  0.05
C: 2.25 0.05 1.84  -0.19
C: 3.05 -1.07 1.21  -0.04
C: 3.23 3.54 2.51  0.05
H: 1.33 0.20 1.28  0.09
H: 1.84 -0.23 2.81  0.12
H: 2.80 -2.00 1.74  0.09
H: 4.13 -0.97 1.28  0.08
H: 2.78 -1.25 0.17  0.06
H: 3.28 3.88 3.55  0.10
H: 2.78 4.35 1.93  0.10
H: 4.22 3.35 2.12  0.09
O: -2.68 2.08 -3.80  0.11
C: -1.67 2.69 -4.00  -0.55
O: -0.49 2.43 -3.42  -0.02
C: -0.50 1.40 -2.40  -0.19
C: 0.98 1.27 -2.06  -0.06
C: -1.54 3.80 -5.02  0.02
H: -0.95 0.53 -2.88  0.12
H: -1.14 1.72 -1.58  0.12
H: 1.15 0.56 -1.25  0.05
H: 1.30 2.26 -1.73  0.08
H: 1.55 0.90 -2.91  0.08
H: -1.10 4.67 -4.53  0.09
H: -2.52 4.06 -5.41  0.08
H: -0.97 3.45 -5.88  0.09

Results
E_HOMO (spin up / spin down) in eV: -8.5 / -8.7
Orbital gap (spin up / spin down) in eV: 8.72 / 8.69
2S+1: 9

=====

The following is a DFT calculation (ωB97M-V/def2-TZVPD) of a 3-piece molecular cluster, C2H12NO2S2 overall.

Each line ends with the Löwdin charge.
Atoms and positions in Å:
N: -0.02 0.24 0.48  0.14
C: -1.11 0.98 -0.24  -0.22
C: -0.91 0.91 -1.75  -0.53
S: 0.70 1.65 -2.15  0.45
S: 1.26 0.71 -3.87  0.37
H: 0.08 -0.69 0.08  0.15
H: -1.51 -2.38 1.13  0.06
H: 0.89 0.68 0.39  0.13
H: -1.08 2.02 0.09  0.13
H: -2.04 0.58 0.12  0.13
H: -0.92 -0.12 -2.08  0.07
H: -1.71 1.50 -2.20  0.09
H: 2.08 -0.26 -3.42  -0.18
H: 1.81 -0.87 2.71  0.03
H: 3.22 -0.31 2.65  0.05
O: 2.55 -0.73 2.10  -0.06
H: -1.62 -2.27 2.62  0.07
H: -0.22 0.08 1.47  0.13
O: -1.44 -1.73 1.84  -0.04

Results
E_HOMO in eV: -12.9
Orbital gap in eV: 9.54
Energy above the lowest of the compared OMol25 structures with the same formula, charge and spin in kJ/mol: 20.1
Total charge: +1

=====

The following is a DFT calculation (ωB97M-V/def2-TZVPD) of one molecule with the formula CH3NO2S.

Each line ends with the Löwdin charge.
Atoms and positions in Å:
N: 0.18 -1.43 0.84  -0.29
S: -1.12 -0.47 0.75  0.95
O: -1.13 0.70 -0.46  -0.40
C: -0.02 1.30 -0.81  -0.47
O: 1.01 1.00 -0.30  0.03
H: 0.93 -1.18 1.38  0.02
H: 0.35 -2.07 0.18  0.00
H: -0.20 2.15 -1.59  0.17

Results
E_HOMO in eV: -9.1
Orbital gap in eV: 9.92
Energy above the lowest of the compared OMol25 structures with the same formula, charge and spin in kJ/mol: 64.8

=====

The following is a DFT calculation (ωB97M-V/def2-TZVPD) of a 2-piece molecular cluster, C14H25ClF4O4P overall.

Each line ends with the Löwdin charge.
Atoms and positions in Å:
C: 2.26 -0.68 -1.72  -0.14
C: 0.99 -0.19 -1.05  -0.29
C: 0.82 1.34 -0.91  -0.46
C: 1.88 2.14 -1.66  -0.13
P: 0.65 1.98 0.81  0.90
Cl: 2.85 0.93 1.27  0.15
C: 0.04 1.01 2.23  -0.29
C: -1.31 0.35 2.08  -0.24
F: -1.40 -0.34 0.88  -0.05
C: 1.39 3.62 1.19  -0.28
C: 2.88 3.95 1.10  -0.17
C: 3.65 3.90 2.41  -0.61
F: 3.02 3.24 3.41  0.09
F: 4.88 3.36 2.27  0.09
F: 3.85 5.18 2.89  0.07
C: -1.13 2.80 0.60  -0.80
O: -1.81 2.45 -0.36  -0.07
O: -1.38 3.57 1.56  -0.11
H: 2.28 -0.49 -2.79  0.06
H: 3.16 -0.27 -1.26  0.03
H: 2.31 -1.77 -1.61  0.07
H: 0.14 -0.53 -1.64  0.09
H: 0.88 -0.68 -0.09  0.07
H: -0.14 1.61 -1.35  0.08
H: 2.88 1.94 -1.30  0.04
H: 1.82 1.89 -2.72  0.08
H: 1.70 3.22 -1.58  0.07
H: -0.06 1.81 2.98  0.10
H: 0.79 0.31 2.58  0.03
H: -1.43 -0.40 2.87  0.11
H: -2.11 1.07 2.13  0.11
H: 0.85 4.27 0.51  0.09
H: 1.01 3.87 2.18  0.09
H: 3.41 3.35 0.37  0.07
H: 2.96 4.99 0.79  0.12
O: -0.88 -2.77 -0.88  0.13
C: -1.88 -3.38 -1.10  -0.51
O: -2.42 -4.13 -0.10  0.00
C: -3.71 -4.72 -0.20  -0.25
C: -3.69 -6.07 -0.88  -0.07
C: -2.54 -3.40 -2.47  0.01
H: -4.41 -4.04 -0.68  0.11
H: -4.03 -4.83 0.84  0.12
H: -3.36 -5.99 -1.92  0.06
H: -4.68 -6.52 -0.87  0.08
H: -3.00 -6.74 -0.36  0.08
H: -2.07 -4.19 -3.05  0.09
H: -2.31 -2.45 -2.94  0.09
H: -3.61 -3.55 -2.46  0.07

Results
E_HOMO in eV: -4.0
Orbital gap in eV: 6.38
Total charge: -1

=====

Question: Number 3 is which compound?
Answer: C14H24Fe2O12